[1]
14 unconnected molecules or ions with the total composition C66H88ClN16O3 at a distorted geometry. Source: the Open Molecules 2025 dataset; level of theory: ωB97M-V with the def2-TZVPD basis set.

Each line ends with the Löwdin charge.
Atoms and positions in Å:
Cl  -2.88666  4.20527  1.61668  0.6521
O  4.00446  -0.97102  3.84886  0.1294
O  1.48257  -2.90082  -1.15160  -0.0820
O  2.82669  0.75793  2.95017  -0.0612
N  -5.66191  -8.83651  -7.85342  0.0051
N  4.21095  -6.12309  -4.99913  0.0111
N  2.16249  -5.79695  -1.75432  0.0084
N  -5.81669  8.72074  -4.71960  -0.0058
N  -1.15619  0.58922  1.39386  -0.0492
N  0.53546  6.68427  1.03414  0.0043
N  -1.37842  -0.53118  0.75306  0.1945
N  6.77733  -1.66477  2.17044  0.0079
N  -5.55442  5.24961  0.14340  -0.0202
N  -0.98127  5.39685  4.08402  -0.0186
N  -0.13046  2.70222  1.98010  0.1400
N  -3.25473  0.40019  -4.43537  0.0073
N  4.42429  4.26322  8.39217  -0.0118
N  6.42410  1.02884  6.74755  0.0091
N  -2.06210  -6.40186  -4.18051  0.0002
N  -4.88560  -2.42706  6.50505  0.0135
C  5.42509  -5.99538  -6.84736  -0.1142
C  0.32945  -2.55873  -1.94072  -0.2375
C  5.60126  4.85417  8.77314  -0.1517
C  4.67912  -7.38290  -5.24380  -0.1417
C  -2.14400  0.86496  2.48699  -0.0878
C  -6.46139  10.08788  -6.33842  -0.1094
C  -5.36301  -10.02754  -8.45797  -0.1419
C  -0.20560  1.51590  1.22085  -0.1924
C  -2.00140  -1.41863  -4.60794  -0.1193
C  2.17198  -7.79163  -2.72361  -0.1116
C  0.30843  5.91660  5.80922  -0.0975
C  4.40555  4.34210  10.60566  -0.1057
C  -1.68764  5.06665  5.20901  -0.1390
C  -3.18871  -1.61171  -5.35988  -0.0969
C  -4.83771  -2.95088  5.24297  -0.1336
C  -3.94180  -0.47511  -5.23116  -0.1190
C  -0.82204  -2.15257  -0.98586  -0.0791
C  3.05922  -0.60278  3.21659  -0.4671
C  -3.07840  -1.58628  5.54657  -0.1343
C  -0.53593  -0.83994  -0.22241  -0.1832
C  3.49549  1.10439  1.70464  -0.1551
C  7.58243  0.43545  7.17251  -0.1339
C  -7.61303  9.48918  -5.76308  -0.1083
C  0.23287  5.91795  4.44164  -0.1505
C  -3.81640  -1.59851  6.70085  -0.1344
C  2.36247  7.33210  -0.03660  -0.0930
C  1.67866  7.42779  1.14726  -0.1292
C  2.89660  2.39896  1.10268  -0.1331
C  -7.18616  -9.14422  -9.43068  -0.1126
C  -6.92197  5.18317  0.09525  -0.1338
C  1.60571  6.49453  -0.89779  -0.1087
C  -6.28972  -10.24477  -9.44323  -0.1115
C  -0.91165  5.37565  6.29688  -0.0957
C  0.57347  0.03603  -0.51480  0.0757
C  2.00438  -1.56497  2.60348  0.0421
C  -5.37003  9.59734  -5.67220  -0.1426
C  -7.34998  6.01800  -0.90249  -0.0980
C  -5.10608  6.12480  -0.80887  -0.1446
C  -3.72729  -2.44546  4.61924  -0.1293
C  -3.24517  2.60551  0.86321  -0.5168
C  -1.76239  -7.59411  -4.78517  -0.1281
C  6.81248  -2.27716  0.94585  -0.1571
C  0.48507  6.10752  -0.20886  -0.1677
C  7.94246  -1.85411  0.29475  -0.1151
C  -7.18431  8.65381  -4.76626  -0.1478
C  3.68874  3.95312  9.50562  -0.1452
C  -2.68855  -7.81021  -5.76936  -0.1008
C  -3.58543  -6.70868  -5.75678  -0.1109
C  5.43931  -7.33695  -6.38375  -0.1069
C  4.65613  -5.27134  -5.97372  -0.1482
C  3.37438  -7.63849  -1.98597  -0.1132
C  -3.46620  1.52539  1.94468  -0.1956
C  -3.17554  -5.85889  -4.76484  -0.1402
C  1.44427  -6.64164  -2.55842  -0.1431
C  -6.19764  6.61547  -1.47674  -0.1002
C  6.39136  -1.04637  5.97301  -0.1239
C  8.61741  -0.95629  1.16294  -0.1083
C  7.87526  -0.86283  2.31253  -0.1350
C  -6.77499  -8.29468  -8.43767  -0.1447
C  3.33840  -6.40000  -1.39729  -0.1308
C  5.69042  0.13055  6.01994  -0.1518
C  0.78806  1.24575  0.17301  -0.0714
C  5.61916  4.91424  10.14074  -0.1066
C  1.96959  2.16847  -0.13567  -0.1088
C  -2.07192  -0.16791  -4.04599  -0.1632
C  7.59275  -0.85226  6.70506  -0.1058
H  -3.57655  -4.91765  -4.42534  0.0989
H  1.90538  7.95976  2.05669  0.1133
H  4.14423  4.08604  7.44483  0.1330
H  3.62809  -5.86629  -4.22098  0.1124
H  6.15369  1.97664  6.94077  0.1294
H  6.07694  -1.94740  5.47123  0.0850
H  -8.03640  -8.99408  -10.07606  0.0903
H  -4.51876  -10.61478  -8.13626  0.1037
H  2.19823  -2.33764  -1.48001  0.1002
H  4.17497  -8.35475  -1.89681  0.1015
H  5.94850  -8.17280  -6.83547  0.0911
H  -2.17152  -1.02404  5.38545  0.0771
H  -4.19232  2.71378  0.29486  0.0805
H  1.87462  -8.64773  -3.30781  0.0992
H  0.50828  -1.75207  -2.67848  0.1177
H  6.05535  -1.78678  2.86069  0.1081
H  -1.54640  -5.98983  -3.42599  0.1116
H  -8.37594  6.18332  -1.18879  0.0965
H  4.73968  0.40598  5.60087  0.0841
H  8.37435  -1.57591  6.87061  0.0935
H  -0.91811  -8.18150  -4.46370  0.1056
H  2.35680  2.90425  1.92720  0.1026
H  -3.67375  -1.09081  7.64022  0.1105
H  0.93638  6.23796  3.69019  0.0833
H  6.32061  5.17816  8.03876  0.1032
H  2.58322  1.63449  -0.89289  0.1294
H  4.04650  -5.89767  -0.75895  0.1080
H  4.43153  -8.19841  -4.58644  0.0937
H  6.41402  5.32379  10.74252  0.0940
H  8.25167  -2.15642  -0.69294  0.0902
H  -4.31761  9.79384  -5.79320  0.1038
H  -2.72043  -8.66465  -6.42674  0.0922
H  -5.59527  -3.63499  4.89871  0.1108
H  0.23385  3.43296  1.36422  0.0873
H  -4.02723  0.70284  1.44587  0.1246
H  0.51234  2.59943  2.76853  0.1204
H  -5.14499  -8.42394  -7.09674  0.0994
H  -1.06832  -2.91923  -0.22942  0.1357
H  -8.63932  9.65404  -6.04834  0.0920
H  1.78363  -1.16096  1.59266  0.0525
H  8.03201  -0.29660  3.21652  0.1060
H  -3.45892  -2.48561  -5.93024  0.0949
H  -1.18828  5.23087  7.32847  0.0973
H  1.26715  -0.26439  -1.31266  0.1213
H  3.71412  3.06989  0.76925  0.1324
H  -1.69198  1.40216  3.33353  0.1255
H  -5.23231  8.20791  -4.08531  0.1227
H  -3.57067  1.31824  -4.17786  0.1457
H  -5.59842  -2.62232  7.18583  0.1514
H  1.86689  -4.87555  -1.47208  0.0947
H  -0.16060  6.57601  1.74930  0.1090
H  5.92108  -5.60671  -7.72206  0.0898
H  2.39868  -2.58838  2.51127  0.0996
H  -6.32201  -11.09876  -10.10016  0.0909
H  -2.45811  -0.12198  2.88613  0.1157
H  -4.96708  4.73612  0.77931  0.0273
H  -4.90423  -0.21303  -5.63788  0.1157
H  -1.70780  -1.94321  -1.63058  0.1227
H  -0.01855  -3.44565  -2.51347  0.1192
H  4.38929  -4.22725  -5.96082  0.0977
H  3.30199  7.81006  -0.26072  0.0991
H  2.72325  3.48306  9.41768  0.1031
H  -7.46961  4.54887  0.77280  0.1072
H  -3.41462  -2.66898  3.61094  0.0815
H  -4.43586  -6.55700  -6.40241  0.0836
H  -6.17342  7.32539  -2.28634  0.0637
H  -4.05894  1.85529  2.81452  0.1239
H  -4.05271  6.32085  -0.92857  0.0983
H  0.48196  -6.35102  -2.94338  0.0757
H  -7.17572  -7.35385  -8.09786  0.1025
H  4.56904  1.29276  1.92076  0.1423
H  -1.38497  0.36573  -3.40756  0.0925
H  4.09427  4.23016  11.63143  0.0935
H  1.09368  -1.50030  3.22768  0.0957
H  3.45244  0.22972  1.02127  0.1289
H  1.67956  3.16140  -0.53374  0.1200
H  -6.43745  10.79872  -7.14830  0.0920
H  1.85510  6.20942  -1.90741  0.0950
H  -2.67607  4.64304  5.13825  0.1039
H  1.14394  6.26362  6.39550  0.0958
H  9.54269  -0.43914  0.96712  0.0919
H  -2.48868  2.29985  0.11655  0.0775
H  -7.73108  8.01863  -4.08875  0.0976
H  6.03262  -2.95806  0.64477  0.0933
H  -0.34287  5.47660  -0.49366  0.0931
H  8.29663  0.97981  7.76778  0.1089
H  -1.29653  5.27876  3.13765  0.0257
H  -1.18812  -2.11845  -4.49346  0.0808

Atoms 1-3, force components in eV/Å:
Cl 0.1 -0.3 -0.5
O -0.6 0.4 -0.5
O 0.0 0.8 -0.7

highest occupied orbital energy	-9.19	eV
E	-4129.34322	a.u.
charge	+1

=====

[2]
A molecular structure, C67H100As3BrCsIN4O5PSSbSeSi at a distorted geometry. Source: the Open Molecules 2025 dataset; level of theory: ωB97M-V with the def2-TZVPD basis set.

Each line ends with the Löwdin charge.
Atoms and positions in Å:
Cs  1.20606  -0.00851  -0.34397  0.8032
I  -0.60062  -2.07732  -2.62796  0.9220
Sb  3.31773  3.06934  -0.12724  1.5208
Br  -5.10457  6.49046  1.01465  0.5689
Se  7.56825  -0.77479  -3.38591  1.0871
As  -1.05891  0.80303  7.53119  1.1123
As  -2.87717  -1.19696  2.63542  1.1081
As  -0.11484  0.52652  3.36606  1.1340
S  -0.50812  0.53670  -3.93776  0.0845
P  2.12176  -3.41554  1.01621  1.1642
Si  -2.54173  0.94356  -3.76232  -0.2087
O  -3.55547  0.42403  -4.97735  -0.1717
O  1.82413  -0.84086  1.85842  -0.5463
O  -3.06112  0.31845  -2.33730  -0.1864
O  3.59735  0.45645  1.50320  -0.1387
O  -2.76843  2.56692  -3.71174  -0.1472
N  5.95642  -0.56606  -2.70702  -0.2166
N  3.76200  -0.95528  -3.40338  0.1510
N  7.00922  -1.46131  -4.93124  -0.2520
N  -1.27520  -3.87235  -0.33371  0.0394
C  -3.45846  5.52009  0.67993  -0.7050
C  1.01067  -4.75755  3.18861  -0.1068
C  5.07668  -1.45614  3.07054  -0.0181
C  -2.12747  -6.10785  -0.37313  -0.0867
C  -5.50234  0.17050  -2.59715  -0.0230
C  -4.83923  -0.18154  -6.83718  -0.0387
C  3.92737  -1.74807  2.34750  -0.1220
C  0.41444  2.04011  2.25734  -0.3695
C  -2.66380  0.79941  5.00586  -0.6967
C  3.06099  -0.60714  1.84798  -0.7937
C  4.18821  -5.11175  -0.20199  -0.0791
C  2.53976  5.23505  1.99303  -0.1569
C  -1.59578  1.57075  4.21859  -0.3614
C  4.08154  3.45465  2.85202  -0.1606
C  2.47279  4.72389  -1.32197  -0.5721
C  1.93331  4.16685  -2.63684  -0.1640
C  1.27969  0.87249  4.72105  -0.3054
C  1.42615  -4.89586  1.86163  -0.3672
C  -1.09555  5.32124  0.90950  -0.1831
C  -2.27316  6.03370  1.16390  -0.1865
C  6.32498  2.40015  -0.03971  -0.1621
C  -1.08263  -3.93332  -1.64868  -0.7002
C  -2.30392  3.66591  -0.28905  -0.1706
C  5.49145  2.97330  -2.33315  -0.1646
C  -2.50639  0.77317  8.88162  -0.3567
C  -3.01914  4.89440  -3.92786  -0.0202
C  4.75953  -5.71215  -1.31451  -0.0938
C  5.35473  -3.78361  3.57812  -0.0939
C  -3.52966  -1.92172  -5.59969  -0.0320
C  0.38411  -5.79980  3.85110  -0.0940
C  -3.56896  1.82589  5.70925  -0.0928
C  -1.78853  -4.93397  0.28101  -0.1647
C  5.80339  -2.47356  3.66720  -0.0876
C  -2.35060  -0.24868  -7.02698  -0.0463
C  -1.06908  4.12635  0.18228  -0.1126
C  -3.50343  4.34245  -0.03819  -0.1883
C  1.17415  -6.10155  1.21106  -0.0970
C  2.55740  -4.08390  -1.61346  -0.1212
C  0.55639  -7.15039  1.87804  -0.1049
C  3.50457  -3.07137  2.19129  -0.2798
C  -4.42072  0.96818  -0.49361  -0.0245
C  -1.91251  -6.17699  -1.74283  -0.0917
C  5.39398  3.30003  -0.84930  -0.5764
C  -3.38330  3.54067  -4.53569  -0.6400
C  3.12470  -4.68134  -2.73042  -0.0843
C  -4.28708  0.01649  -1.68184  -0.6234
C  3.00243  -1.40886  -4.36149  -0.1256
C  4.20719  -4.07689  2.85626  -0.1113
C  4.81672  -1.96308  -5.85946  -0.0155
C  -4.20574  -1.42714  -1.18765  -0.0440
C  -2.01495  -0.11277  6.06201  -0.3827
C  -2.86211  3.46292  -5.97210  -0.0272
C  -0.18797  -0.81930  8.23493  -0.3527
C  3.06724  -4.29196  -0.33336  -0.3412
C  -4.61209  -2.14425  2.40804  -0.3437
C  -3.58826  -0.03574  4.09363  -0.3669
C  -4.90341  3.34990  -4.52730  -0.0309
C  -1.39231  -5.07198  -2.39247  -0.1371
C  0.15890  -7.00538  3.19822  -0.1091
C  3.71549  4.32674  1.64928  -0.5469
C  3.48076  -1.91826  -5.60152  -0.0398
C  3.40625  5.90987  -1.53653  -0.1592
C  5.09821  -0.98308  -3.62137  -0.4584
C  -2.11424  -2.65784  3.70341  -0.3477
C  5.69103  -1.48810  -4.85202  -0.4085
C  4.22991  -5.50306  -2.58103  -0.1000
C  -3.53622  -0.47188  -6.08627  -0.6496
H  -4.95935  -2.56898  3.35309  0.0124
H  -5.69205  -0.36600  -6.17972  0.0807
H  -2.15895  -7.07434  -2.29876  0.0969
H  2.72181  3.70984  -3.24185  0.0497
H  -1.77170  3.51239  -5.97988  0.0938
H  -3.59192  -2.60085  -6.45331  0.0804
H  -1.28706  -0.76328  5.56932  0.0362
H  2.71210  -4.48905  -3.71418  0.0991
H  -5.31723  0.72682  0.08458  0.0864
H  5.21689  -2.34014  -6.79128  0.1106
H  4.63495  -5.28142  0.76599  0.0862
H  -2.20080  -3.57602  3.12114  -0.0071
H  -4.25695  0.65921  3.57407  0.0706
H  0.06483  -5.67239  4.87881  0.0994
H  -4.37618  -2.11148  -4.93639  0.0784
H  0.16952  -0.62816  9.24748  0.0081
H  -3.16794  2.52025  -6.42404  0.0498
H  1.28466  1.92677  5.00300  0.0228
H  -5.37094  -0.41964  -3.50201  0.0655
H  -2.54284  -6.94216  0.17704  0.0954
H  1.47390  4.96230  -3.23454  0.0706
H  -4.10520  -2.09964  -2.04314  0.0784
H  -2.08768  2.11678  3.40637  0.0834
H  2.23784  0.62044  4.26347  0.0102
H  -5.27351  3.42203  -3.50222  0.0821
H  1.70080  -3.43456  -1.73276  0.0061
H  1.15370  0.26421  5.61857  -0.0248
H  5.21213  1.93551  -2.51273  0.0440
H  -2.25838  6.96235  1.72741  0.0756
H  4.57790  4.94556  1.37613  0.0711
H  1.63489  4.64703  2.15646  0.0454
H  3.82760  6.26639  -0.59235  0.0524
H  -4.93247  -0.80745  -7.72759  0.0783
H  1.17083  3.40688  -2.45319  0.0533
H  4.80580  2.68175  2.59065  0.0398
H  5.63633  -6.33815  -1.19247  0.0948
H  -0.88788  -1.65682  8.26091  0.0193
H  0.37565  -8.08301  1.35603  0.0976
H  0.66664  -1.09489  7.61729  0.0046
H  -2.77523  -0.75443  6.52154  0.0720
H  5.38044  -0.42117  3.16772  0.1149
H  -4.85779  0.86774  -7.13507  0.0758
H  -1.93831  5.03683  -3.97333  0.0890
H  3.19419  2.94536  3.23444  0.0534
H  -2.64693  -2.79177  4.64718  0.0218
H  -3.22415  1.57319  8.70784  0.0013
H  -4.35350  1.32374  6.28505  0.0811
H  -5.39898  4.11046  -5.13557  0.0809
H  -2.60618  -2.11543  -5.05465  0.0412
H  -3.31018  4.90932  -2.87912  0.0740
H  -4.48599  -2.95292  1.68617  0.0045
H  4.84453  3.61001  -2.93766  0.0410
H  4.23587  5.64976  -2.20048  0.0544
H  2.74778  5.79834  2.91142  0.0738
H  -5.13948  2.36118  -4.92209  0.0648
H  -3.51677  5.71013  -4.45810  0.0800
H  -3.33726  -1.55720  -0.54121  0.0527
H  -5.10633  -1.69186  -0.62829  0.0747
H  -0.17249  5.74257  1.30973  0.0467
H  -2.06851  0.91794  9.87076  0.0056
H  -5.37185  -1.46037  2.02632  0.0079
H  5.66734  4.34733  -0.68547  0.0699
H  -1.13675  2.31792  4.87486  0.0585
H  6.00571  1.35751  -0.10894  0.0628
H  4.69006  -5.96899  -3.44463  0.0945
H  3.84247  -5.09649  2.82963  0.1015
H  -0.25654  2.18832  1.41113  -0.0220
H  -3.03494  -0.18240  8.87100  0.0170
H  -3.26803  4.29207  -6.55567  0.0812
H  -2.35427  0.77274  -7.41308  0.0743
H  4.49762  4.06487  3.66310  0.0691
H  -1.22989  -5.06907  -3.46301  0.0861
H  6.52210  3.10659  -2.69133  0.0699
H  6.70861  -2.24024  4.21565  0.0948
H  -2.35831  2.75668  -0.88220  0.0586
H  7.35413  2.46731  -0.41913  0.0648
H  0.39785  2.94647  2.86428  0.0289
H  -4.22526  -0.66614  4.72570  0.0670
H  2.33367  5.95264  1.19795  0.0526
H  -5.62693  1.21432  -2.88662  0.0688
H  -3.54542  0.88053  0.15075  0.0730
H  1.43433  1.88443  1.89979  -0.0485
H  -4.04561  2.48318  4.97988  0.0863
H  5.90513  -4.58131  4.06409  0.0941
H  -1.05833  -2.47340  3.89393  -0.0153
H  -4.45566  3.96212  -0.39890  0.0703
H  -2.40294  -0.95263  -7.86208  0.0806
H  -2.98443  2.45198  6.38838  0.0522
H  2.77016  -2.25875  -6.34240  0.1070
H  1.46031  -6.22617  0.17340  0.1046
H  2.86468  6.74521  -1.99678  0.0694
H  1.61069  5.04444  -0.72993  0.0488
H  -1.93834  -4.83685  1.35266  0.0896
H  1.93274  -1.35996  -4.17616  0.0392
H  -4.48767  1.99624  -0.85034  0.0570
H  1.18130  -3.81350  3.69459  0.1093
H  -6.40297  -0.16551  -2.07851  0.0854
H  6.33682  2.68713  1.01336  0.0512
H  -0.32741  -7.82259  3.71764  0.0912
H  -1.42138  -0.38921  -6.48120  0.0373

Atoms 1-3, force components in eV/Å:
Cs -1.0 1.1 -2.4
I -0.6 -0.7 -0.2
Sb 0.1 1.1 -0.3

highest occupied orbital energy	-1.11	eV
E	-16478.27760	a.u.
charge	-2